Record 1
Below is C18H23IMnN3O4 as an isolated structure, with properties calculated with the ωB97M-V functional and the def2-TZVPD basis.

The geometry in XYZ format:
```
50
Properties=species:S:1:pos:R:3:forces:R:3
I 3.0212 4.1071 0.9811 0.1 0.2 -0.2
Mn 1.4213 1.8833 0.9110 0.3 0.0 1.1
O 2.3896 0.5915 2.2747 -0.4 0.3 -0.5
O -0.3288 0.5463 6.9589 0.0 0.0 0.0
O 1.8018 -1.1158 6.5903 0.0 -0.1 0.1
O 0.1035 2.0440 2.5435 0.4 0.0 -0.5
N 0.0931 -0.2607 0.5592 0.4 0.5 -0.2
N 2.2664 1.0581 -1.0077 0.0 -0.3 -0.3
N -0.2623 2.6190 -0.4241 0.3 0.0 0.2
C -2.6873 -2.1658 0.8543 -0.7 0.2 0.5
C -0.6626 -1.0094 0.1474 -0.2 -0.5 0.1
C 2.1121 -0.3553 4.3935 0.0 0.0 -0.2
C 3.3088 -1.4412 -3.1482 0.6 -0.3 0.0
C -1.0454 2.6312 -1.2518 -0.3 0.1 -0.1
C 2.0814 -2.2078 -2.6969 -0.1 -0.2 0.2
C -2.4322 1.1453 -2.6645 -0.5 0.0 0.2
C 2.5937 0.6093 -2.0087 -0.1 0.3 0.2
C 1.4571 -0.3931 5.6641 0.0 0.1 -0.1
C -3.5160 -0.8915 1.0509 0.1 -0.1 0.0
C 0.2454 0.5572 5.8755 -0.1 0.1 0.0
C -0.1439 1.3756 4.7668 0.0 0.0 -0.2
C -1.6591 -1.9959 -0.2348 0.1 -0.3 -0.7
C 3.0475 0.0495 -3.2753 0.0 0.2 0.0
C -2.0517 2.5833 -2.2962 -0.3 0.0 -0.4
C -1.2303 0.3067 -3.0205 0.4 -0.3 0.0
C 0.5088 1.3669 3.5528 -0.5 -0.1 0.6
C 1.7379 0.4908 3.3715 0.5 -0.3 0.6
H -2.9357 3.1393 -1.9832 0.1 0.1 0.1
H -1.1574 -2.9379 -0.4710 0.1 0.1 0.1
H 3.7005 -1.8118 -4.0979 -0.2 0.1 -0.1
H 1.9032 -2.0470 -1.6311 0.0 0.1 0.0
H -1.6524 3.0869 -3.1807 0.0 0.0 0.1
H 2.9836 -0.9860 4.2644 0.0 0.0 0.0
H -3.1456 1.2001 -3.4897 0.1 0.0 -0.1
H -1.5079 -0.6953 -3.3533 -0.1 0.1 -0.1
H -3.3517 -2.9854 0.5767 0.1 -0.1 0.1
H -2.9850 0.6902 -1.8371 0.1 0.0 0.1
H 1.1809 -1.8991 -3.2338 0.0 0.0 -0.1
H -2.1413 -1.6743 -1.1650 0.0 0.1 0.1
H 2.2692 0.2181 -4.0241 0.0 0.1 0.0
H -4.0261 -0.9000 2.0116 -0.1 0.0 0.0
H -4.2581 -0.7943 0.2544 0.0 0.1 0.0
H -2.2003 -2.4263 1.7933 0.1 -0.1 0.0
H 2.2181 -3.2796 -2.8451 0.0 0.0 0.0
H -1.0210 2.0049 4.8657 0.0 0.0 0.1
H -0.5761 0.1858 -2.1506 0.0 0.1 -0.1
H 4.1229 -1.6092 -2.4369 -0.1 0.1 0.0
H -0.6468 0.7812 -3.8139 0.0 0.0 0.0
H -2.8779 -0.0044 1.0455 0.0 0.0 0.0
H 3.9351 0.6156 -3.5651 0.0 -0.1 -0.1
```
Positions in Å, forces in eV/Å.

The relative energy (zero: lowest compared OMol25 entry of this formula, charge and spin) comes out at 0.0 kcal/mol. As for the charge: -1. Its expectation value of S² is 8.7541. The calculation puts the LUMO energy (spin up / spin down) at 1.7 / 1.7 eV. The calculation puts the HOMO energy (spin up / spin down) at -3.523 / -3.519 eV. Its spin multiplicity is 6.

Record 2
Below is an isolated ion of composition C18H23N2O and charge +1, with properties calculated with the ωB97M-V functional and the def2-TZVPD basis.

The geometry in XYZ format:
```
44
Properties=species:S:1:pos:R:3:forces:R:3
O -1.9539 -1.1749 2.6446 0.4 1.6 -0.7
N -1.2234 0.3387 1.1447 -0.1 -0.2 -0.5
N -0.5274 -0.6888 0.4229 0.3 -0.1 2.3
C -3.0640 2.2961 2.3668 0.3 0.0 0.3
C 1.4984 1.7926 -1.9193 0.2 0.4 0.3
C -3.2478 2.2122 5.1566 0.1 -0.2 -0.7
C -3.5429 3.4080 3.0824 0.1 -0.4 -0.4
C -1.5412 -1.0674 -1.7835 -0.4 0.1 -0.7
C -1.9186 0.0053 2.2814 -1.2 -1.3 1.8
C 1.0386 -0.7112 -1.5219 0.6 -0.6 -0.6
C -0.3736 -0.4320 -1.0346 -0.1 0.4 -0.9
C 5.2187 -1.4635 -2.3598 0.5 -0.2 -0.3
C 3.7576 -1.2046 -2.2047 -0.3 0.0 0.3
C -3.6073 3.3834 4.4749 0.2 -0.5 -0.1
C -2.7660 1.0992 4.4463 0.2 0.0 -0.1
C 1.9331 0.3512 -1.8071 -0.4 0.0 0.1
C 3.2671 0.0869 -2.0968 -0.1 0.0 0.1
C 1.4891 -2.0246 -1.8299 -0.2 0.4 -0.1
C 0.5869 -3.2249 -1.9528 0.0 -0.5 0.3
C 2.8265 -2.2348 -2.1508 0.2 -0.1 0.1
C -2.5915 1.1529 3.0423 -0.2 0.3 -0.1
H -3.0646 2.3093 1.2716 0.0 0.2 0.4
H 1.2121 -4.1261 -1.9214 -0.3 0.2 0.1
H -3.3406 2.1724 6.2401 0.1 -0.1 -0.3
H -0.1377 -3.3047 -1.1353 0.0 -0.1 -0.2
H 3.1609 -3.2543 -2.3485 -0.1 0.2 0.1
H -0.9817 -1.5962 0.6463 -0.2 0.4 0.0
H -2.5063 0.1859 4.9882 0.0 0.3 -0.2
H 0.9838 2.1525 -1.0181 0.0 0.0 -0.2
H 5.8102 -1.0441 -1.5375 -0.3 0.0 0.0
H 5.4299 -2.5326 -2.4114 0.0 0.1 0.1
H 0.0431 -3.2617 -2.9137 0.2 0.2 0.4
H 2.4037 2.4074 -2.0275 -0.4 -0.1 0.0
H -3.8599 4.2943 2.5301 0.1 -0.3 0.2
H 3.9453 0.9225 -2.2365 -0.1 0.0 0.0
H -2.1353 -1.8225 -1.2368 0.5 0.3 -0.1
H 0.8642 1.9949 -2.8025 0.2 -0.3 0.4
H -0.5578 0.6334 -1.0836 0.4 0.3 -0.2
H -1.2316 1.2471 0.7216 0.1 0.2 -0.1
H 5.6170 -1.0209 -3.2746 -0.1 0.1 0.0
H -2.2215 -0.2619 -2.0841 0.0 -0.4 0.0
H -1.1345 -1.5121 -2.6948 -0.4 0.0 0.2
H 0.3807 -0.7452 0.8999 0.2 -0.2 -0.5
H -3.9378 4.2629 5.0267 0.0 -0.3 -0.2
```
Positions in Å, forces in eV/Å.

The relative energy (zero: lowest compared OMol25 entry of this formula, charge and spin) comes out at 13.2 kcal/mol. As for the charge: +1. The calculation puts the LUMO energy at -2.6 eV. Its SMILES is Cc1cc(C)c([C@@H](C)[NH2+]NC(=O)c2ccccc2)c(C)c1. The calculation puts the HOMO energy at -12.146 eV.

Record 3
Below is one molecule with the formula C18H23N3, with properties calculated with the ωB97M-V functional and the def2-TZVPD basis.

The geometry in XYZ format:
```
44
Properties=species:S:1:pos:R:3:forces:R:3
N -1.9161 -0.4509 -1.1082 0.2 0.1 -0.3
N 5.2341 -3.3464 -0.2738 0.0 -0.2 -0.1
N 7.2834 0.1378 1.2492 0.2 0.1 0.1
C 4.0685 1.3927 0.3230 -0.1 0.1 0.2
C -3.1143 -0.9925 0.9900 -0.1 0.3 0.0
C 0.4813 2.2827 -0.8564 0.1 -0.1 0.0
C 2.6666 1.9761 0.4830 0.1 0.0 -0.2
C 6.3242 -0.3078 0.7987 0.5 0.4 0.3
C -3.0928 -0.1778 -0.3107 -0.2 -0.1 0.4
C 0.4807 -0.5186 -1.0679 -0.4 -0.3 -0.3
C 1.7258 0.0925 -0.7775 0.7 0.0 0.2
C -1.9499 -1.6952 -1.8423 0.1 -0.1 0.0
C -0.7063 0.1077 -0.8214 0.1 0.0 0.0
C -5.6327 -0.9167 1.3636 0.2 0.1 0.1
C 5.1945 -2.2217 -0.0405 -0.1 -0.7 -0.2
C 2.8388 -0.6478 -0.4859 -0.6 -0.1 -0.2
C -0.6473 1.4813 -0.2102 -0.1 0.2 -0.1
C 5.1491 -0.8476 0.2510 -0.9 0.6 -0.2
C 4.0307 -0.0771 0.0098 0.8 -0.1 0.2
C 1.8418 1.5914 -0.7479 -0.1 0.3 0.2
C -4.2538 -0.5857 1.9229 0.0 -0.2 -0.1
H -1.3019 -1.6197 -2.7148 0.0 0.0 0.0
H -3.1392 0.8829 -0.0628 0.0 0.0 0.0
H 2.7288 3.0616 0.5809 0.0 0.0 0.0
H -1.6284 -2.5503 -1.2386 0.0 0.0 0.0
H 0.5097 -1.5559 -1.3606 -0.1 -0.1 0.0
H -3.2029 -2.0546 0.7542 0.1 -0.1 0.0
H 0.5346 3.2728 -0.4000 0.0 0.0 0.0
H 4.6641 1.5642 1.2232 0.0 0.0 -0.1
H -1.5794 2.0248 -0.3604 0.0 -0.1 0.1
H 0.2352 2.4160 -1.9123 0.0 0.1 0.0
H -0.4742 1.3956 0.8663 -0.1 0.0 0.0
H 2.1970 1.5770 1.3850 0.0 0.0 0.0
H -5.6969 -1.9722 1.1088 -0.1 -0.1 -0.1
H -5.8481 -0.3315 0.4733 -0.1 0.0 -0.1
H -2.1609 -0.8429 1.5028 0.1 -0.1 0.0
H 4.5783 1.9082 -0.4998 0.0 0.0 0.0
H -3.9688 -0.4164 -0.9179 0.0 0.1 0.0
H -2.9684 -1.8753 -2.1821 0.0 0.0 0.0
H -6.3991 -0.6977 2.1029 -0.1 0.0 0.0
H -4.1236 -1.1091 2.8723 0.0 0.1 0.0
H 2.4323 1.8859 -1.6264 0.0 -0.1 0.1
H 2.7961 -1.7258 -0.5691 -0.1 -0.1 0.0
H -4.1908 0.4858 2.1264 0.0 0.0 0.1
```
Positions in Å, forces in eV/Å.

The relative energy (zero: lowest compared OMol25 entry of this formula, charge and spin) comes out at 0.0 kcal/mol. The calculation puts the LUMO energy at -0.5 eV. Its SMILES is CCCCN(C)C1=CC2=CC(=C(C#N)C#N)CC[C@@H]2CC1. The calculation puts the HOMO energy at -7.528 eV.